(1)
C25H34N4ReSi | ωB97M-V/def2-TZVPD

```
65
Properties=species:S:1:pos:R:3:forces:R:3
Re 1.3166 -2.5163 15.4558 2.01 -1.56 -1.19
Si -0.0116 -2.4287 18.6650 1.08 -0.48 -0.15
N 1.8781 -4.3667 15.0594 -0.91 1.03 -0.56
N -0.3090 -3.1336 14.1397 -0.46 -0.45 0.87
N 0.4963 -1.7999 16.9318 -2.35 2.18 2.17
N 3.5016 -2.4002 15.8956 -0.91 0.01 -0.09
C -1.6468 -0.5056 16.9500 1.23 1.43 -0.32
C 1.7389 -2.5722 19.2817 1.15 -0.68 0.89
C -0.5514 -4.1964 18.3216 0.75 0.01 1.33
C -0.2012 1.9167 16.8528 -0.01 0.70 1.04
C 4.0092 -1.3196 16.7626 -0.73 0.16 1.72
C 3.2279 -6.1657 16.1447 -0.42 0.97 -0.84
C 4.9983 -4.1561 16.9798 -0.32 0.71 0.90
C 5.2836 -5.5059 17.2641 -0.30 -0.07 -0.34
C -0.2540 -4.6101 13.9757 1.29 -0.12 0.01
C -0.2183 -0.4879 16.8025 -0.76 -0.72 0.45
C 3.8657 -3.7552 16.2314 0.71 -3.07 0.44
C -0.9665 -6.7188 13.0167 -0.11 1.13 1.08
C 0.5123 0.7140 16.8894 -0.14 -0.98 -0.42
C -1.5921 1.9416 17.0800 -0.13 0.01 -0.94
C -0.0090 -2.4180 12.8796 -0.57 1.22 -0.99
C 1.0046 -5.1853 14.3217 -0.61 -0.45 -0.97
C -1.1427 -1.3269 19.7139 0.21 0.07 -0.50
C -1.6234 -2.6520 14.6359 -1.06 -1.74 0.64
C -1.2195 -5.3477 13.3293 -0.42 -0.95 -0.30
C 1.3159 -6.4695 13.8368 -1.46 1.01 0.50
C 3.8812 -2.0463 14.5002 -1.91 1.13 -0.19
C 4.3894 -6.4948 16.8257 0.37 -0.68 0.40
C 2.9979 -4.8176 15.7681 1.09 0.53 1.13
C 0.2667 -7.2642 13.3603 0.28 -0.12 -1.06
C -2.3004 0.7242 17.1290 1.08 -0.51 0.05
H 3.5905 -2.8387 13.8263 0.12 -0.26 -0.24
H 0.3978 -4.7407 18.1361 -0.51 0.15 -0.15
H 0.3873 2.8476 16.8302 -0.52 -0.43 0.03
H -2.1766 -1.6926 19.6014 0.27 0.39 0.00
H 1.6124 0.6536 17.0667 -1.02 0.29 -0.54
H 3.2612 -1.1158 14.2757 0.94 -0.86 -0.13
H 5.0958 -1.2391 16.6459 -0.27 0.28 -0.01
H -2.1636 -1.4611 16.9929 -0.06 0.38 0.07
H -0.9904 -4.6709 19.2227 0.19 0.32 -0.37
H 3.7548 -1.4919 17.8611 0.39 -0.03 -1.59
H 5.5738 -3.4106 17.5621 -0.13 -0.32 -0.87
H -0.8588 -1.5034 20.7572 0.06 -0.05 -0.07
H -2.2058 -4.9161 13.1096 0.60 -0.21 -0.15
H 1.8802 -3.2087 20.1966 -0.38 0.39 -0.75
H -2.4865 -3.1364 14.1072 0.90 0.69 0.11
H -1.2388 -4.3500 17.5262 -0.58 -0.13 -0.80
H 0.4753 -8.3173 13.1434 -0.08 0.46 -0.11
H 2.2289 -1.6344 19.5547 -0.26 0.22 -0.05
H -1.7496 -7.3126 12.5522 0.21 0.08 0.17
H 4.5769 -7.5676 17.0548 -0.10 1.00 -0.12
H 6.1880 -5.8013 17.8407 -0.86 0.46 -0.49
H 3.4470 -0.4116 16.4643 0.82 -0.31 0.09
H 0.2169 -1.3590 13.1470 -0.22 -0.50 -0.25
H -2.1937 2.8900 17.1270 1.02 -1.00 0.09
H 2.3323 -6.7750 13.7894 0.49 -0.57 0.36
H 2.4021 -3.0215 18.5005 -0.67 0.08 0.46
H 2.4764 -6.9045 15.8196 0.77 0.34 0.54
H -1.7466 -2.9340 15.7041 0.26 0.11 -0.82
H 0.8379 -2.8038 12.3155 0.03 -0.39 0.29
H -3.3321 0.7294 17.4065 -0.57 0.02 -0.16
H -1.0749 -0.2262 19.5220 -0.08 -1.05 0.12
H -1.6329 -1.5928 14.5467 -0.27 0.81 -0.12
H -0.8985 -2.3930 12.1880 0.77 -0.20 0.74
H 4.9084 -1.8040 14.4009 1.08 0.11 -0.03
```
Forces are in eV/Å.

HOMO-LUMO gap (spin up / spin down): 6.1 / 6.0 eV
net charge: +2
2S+1: 4
HOMO (spin up / spin down): -13.5 / -13.8 eV
energy: -1559.20914 Ha

---

(2)
C25H34NO8 | ωB97M-V/def2-TZVPD

```
68
Properties=species:S:1:pos:R:3:forces:R:3
O 1.3314 -0.6410 0.4430 0.39 1.72 0.68
O -0.2258 0.6176 -4.0385 0.19 0.48 -0.74
O 0.2374 0.1913 2.8605 -0.67 0.31 0.27
O 0.7808 2.6411 -3.4099 0.16 -0.47 -0.73
O 2.4614 1.2826 0.6399 0.89 -0.21 0.04
O -1.7157 1.1747 2.4047 1.60 -0.15 -0.35
O -2.1522 0.3200 -2.9412 0.34 -0.38 -0.26
O -0.1068 3.7086 -1.7030 0.48 0.58 -0.09
N -2.7484 -4.3660 -0.4096 -0.73 -1.14 -0.15
C -2.3820 -5.1668 -1.5556 0.00 0.17 0.33
C 1.2152 1.8014 -5.5642 -0.34 -0.04 0.32
C -2.8064 -2.1400 0.5931 0.04 -0.49 -0.44
C -1.0038 0.7072 -2.8869 0.62 0.40 1.29
C 1.3300 0.5741 0.6064 0.16 -1.79 -0.85
C -3.5363 -5.0463 0.5937 0.27 0.03 -0.28
C -1.0917 -2.7331 -1.0200 -0.33 0.08 0.30
C 0.9802 1.3940 -4.1062 -0.66 0.55 0.58
C -0.9986 3.7088 0.9939 -0.02 0.08 -0.01
C -0.3242 1.3092 -1.7274 0.99 0.69 -1.99
C 3.7057 0.5084 0.6799 -0.90 0.29 -0.51
C -1.2946 -0.4483 -0.2558 -0.37 0.83 -0.35
C -0.6381 -1.4219 -0.9994 -0.40 -0.64 0.03
C 0.5455 -0.8990 4.9227 0.12 -0.33 0.42
C 0.3146 2.9341 0.9571 -0.17 -0.22 -0.66
C -2.4129 -0.8137 0.4992 0.61 -0.06 -0.17
C 0.1247 2.6209 -2.1944 -0.73 -1.45 0.45
C 2.1717 0.6419 -3.5437 0.26 -0.21 0.26
C 0.0417 1.3979 0.7526 2.27 0.34 2.46
C -2.2154 -3.1183 -0.2453 0.64 1.41 0.08
C 4.2949 0.5356 2.0585 0.04 -0.08 0.32
C -0.5676 0.9046 2.0600 -1.91 0.59 0.41
C -0.4504 -0.1637 4.0807 0.23 -0.04 0.08
C -0.8507 1.0458 -0.3465 -3.11 -0.68 -2.36
C 1.1528 3.2697 2.1675 0.25 0.17 0.33
H 0.2336 -1.1879 -1.6053 -0.28 0.13 0.17
H -1.7654 1.6590 -0.2735 0.00 -0.41 0.61
H 0.8701 3.2628 0.0748 -0.14 -0.13 0.25
H -0.7603 4.7612 1.1922 -0.17 -0.12 0.01
H -0.8013 0.7500 4.5917 0.07 -0.36 -0.33
H -0.5709 -3.4527 -1.6568 -0.24 0.21 0.29
H 3.4474 -0.5121 0.3973 0.22 0.11 -0.16
H -1.3180 -0.7971 3.8414 0.25 0.32 -0.01
H -3.1836 -5.8874 -1.7448 0.12 0.01 -0.01
H -2.9777 -0.0485 1.0277 0.20 -0.25 -0.08
H -4.4105 -5.5027 0.1145 -0.07 0.08 0.16
H -3.8666 -4.3574 1.3724 0.07 -0.19 -0.14
H -2.9583 -5.8650 1.0538 -0.09 0.11 0.12
H 5.2721 0.0539 2.0136 0.11 0.03 0.09
H -3.6233 -2.3926 1.2663 0.00 0.04 -0.33
H -1.4910 3.6579 0.0198 0.03 0.10 0.37
H 0.0492 -1.1800 5.8526 0.09 -0.05 0.12
H 0.6329 3.0328 3.1024 0.11 0.00 0.05
H -2.2620 -4.5328 -2.4398 -0.04 -0.11 0.13
H 4.3498 0.9756 -0.0663 -0.02 -0.07 0.06
H 2.1174 2.7643 2.1177 -0.19 0.14 0.35
H 0.8911 -1.8174 4.4418 0.00 0.14 -0.05
H 2.3245 -0.2861 -4.1139 -0.04 0.23 0.17
H 3.0635 1.2752 -3.6394 -0.15 -0.16 -0.01
H 3.6727 -0.0504 2.7416 0.01 0.19 0.00
H 1.4078 -0.2752 5.1705 -0.05 -0.04 -0.07
H 4.4164 1.5513 2.4465 -0.03 -0.13 -0.07
H -1.4443 -5.7129 -1.3857 0.02 -0.13 -0.15
H 2.0848 2.4643 -5.6151 -0.12 -0.14 0.03
H 2.0194 0.4079 -2.4810 -0.03 0.03 -0.36
H -1.6455 3.3020 1.7796 0.04 0.35 -0.15
H 1.3395 4.3506 2.1509 -0.05 -0.14 0.12
H 0.3352 2.3401 -5.9327 0.18 -0.14 0.09
H 1.3850 0.9179 -6.1803 0.00 0.01 0.02
```
Forces are in eV/Å.

HOMO-LUMO gap: 6.3 eV
net charge: -1
structure (SMILES): CCOC(=O)C(C(=O)OCC)(C(C)C)[C@@H](C1=C([O-])OC(C)(C)OC1=O)c1ccc(N(C)C)cc1
HOMO: -3.6 eV
energy: -1629.76861 Ha

---

(3)
C25H35F2NO9P2S | ωB97M-V/def2-TZVPD

```
75
Properties=species:S:1:pos:R:3:forces:R:3
S 2.5195 -0.1457 -5.5126 5.38 2.00 -2.69
P -1.1594 0.9918 0.1806 -1.32 3.59 -2.98
P -2.5192 3.9205 -0.1409 -4.10 4.54 -4.46
F -2.2089 0.7265 3.3672 2.32 -2.68 -3.45
F -0.8572 -2.6259 0.0952 1.29 4.29 2.46
O 2.2008 1.4637 1.5747 -0.94 -0.18 1.04
O 1.6880 -1.5828 -5.9199 -0.31 1.94 1.67
O -1.7967 -1.6276 3.0631 1.24 9.03 -3.37
O -1.3976 5.2545 0.2039 -2.90 -2.47 1.57
O -3.5276 4.5250 -1.2444 3.42 -2.62 4.10
O 1.0182 -1.8545 1.3712 -8.98 2.45 -3.65
O -3.4400 3.6106 1.2833 1.28 -0.53 -1.61
O 3.9730 -0.5463 -5.0973 -5.80 0.94 -0.98
O 2.5334 0.8195 -6.7231 -1.04 -3.61 4.26
N -0.7891 -0.2388 1.3132 -2.07 -3.72 3.05
C -4.2044 -1.8630 0.9477 0.17 -2.13 -3.44
C 4.1828 -0.0360 1.9009 1.30 -2.61 -0.64
C -1.6034 2.4829 -0.9479 1.06 1.48 -1.78
C 0.9396 1.8027 2.2408 1.25 2.01 2.62
C -3.2848 -1.6011 -1.6793 -1.01 -1.36 2.20
C -1.6112 -0.3770 2.5554 -0.77 -7.78 3.36
C -5.4514 -4.4125 1.6782 -0.91 0.09 -0.88
C -3.7029 -3.1420 -2.0532 -0.95 1.50 4.47
C -3.4755 -0.8993 -0.2099 -1.90 -4.59 0.26
C -4.4145 -4.0745 -0.9064 1.42 4.31 0.42
C 1.3240 3.1604 3.1544 -0.92 -0.15 0.16
C 4.6944 -0.0251 0.3088 1.00 -3.36 2.18
C 5.3164 -2.5930 2.3267 -1.23 3.68 -2.13
C 3.3045 1.2447 2.5221 1.77 -1.34 -1.43
C 5.5351 -1.3336 -0.3008 -1.96 0.57 4.79
C -3.0821 0.6376 0.2058 -2.17 -0.61 -0.91
C 5.7960 -2.5794 0.7525 -1.47 2.35 1.18
C -0.2222 -1.5249 0.9091 7.62 -4.66 3.15
C 2.1057 -0.1599 -2.6980 0.27 0.29 0.70
C -0.2947 2.2751 1.3133 1.21 0.51 0.76
C 1.6681 0.7013 -4.0260 -1.14 -1.41 1.14
C -0.2461 0.2622 -1.3195 1.15 -0.61 -2.58
C -4.6886 -3.4252 0.6101 1.79 1.47 -2.70
C 4.4744 -1.2918 2.9154 1.50 0.26 -4.75
C 1.4082 0.3875 -1.2942 0.25 0.42 -0.79
H -1.9155 5.8431 0.8440 0.97 -0.94 -1.24
H 2.9752 0.9564 3.6082 0.51 0.68 -2.13
H 1.8482 -1.2989 -2.7973 0.51 2.15 -0.07
H 0.7377 0.9873 3.0503 -0.15 1.16 -1.75
H 0.3251 3.7494 3.3112 1.98 -0.92 -0.05
H -6.5778 -4.5023 1.2939 2.39 0.25 0.83
H 1.7505 2.8479 4.2240 -0.84 0.82 -2.49
H 4.0850 -1.2032 4.0181 0.91 -0.38 -2.42
H 6.3648 -3.5263 0.3533 -1.25 2.12 0.90
H -5.0411 -5.5330 1.6550 -0.58 2.71 0.10
H -0.5738 2.9143 -1.3743 -2.20 -0.48 1.03
H 2.0700 3.8424 2.5591 -1.41 -1.40 1.22
H 1.6586 1.5542 -1.2548 -0.45 -2.54 0.32
H -0.5077 0.9322 -2.2787 0.22 -1.41 2.44
H 5.5160 -3.4845 3.0835 -0.34 2.01 -2.11
H -3.6579 1.3084 -0.6005 1.57 -1.40 1.68
H -2.2145 2.1948 -1.9268 0.94 0.86 2.30
H -4.2849 3.0909 1.1159 1.55 1.16 -0.25
H -3.5809 1.0030 1.2288 1.29 -1.39 -1.96
H 1.9463 1.8354 -3.9504 -0.26 -2.34 -0.58
H -4.7157 -5.1799 -1.1897 0.63 2.55 0.84
H 3.2795 -0.0557 -2.5702 -2.54 -0.33 -0.31
H 4.0321 2.1704 2.4664 -1.64 -1.69 0.51
H -4.4366 -1.4963 2.0435 0.65 -0.64 -2.52
H 0.1271 3.1868 0.6656 -1.15 -2.02 1.48
H 4.4698 0.9076 -0.3866 0.49 -2.17 1.74
H 0.5093 0.5670 -4.1938 2.29 0.47 0.09
H 5.8943 -1.3486 -1.4309 -0.83 -0.07 2.79
H -2.7873 -0.9563 -2.5254 -1.14 -1.38 1.79
H -1.1430 2.6664 2.0578 1.84 -0.78 -1.63
H 0.8608 -1.7129 -5.3629 1.38 0.41 -0.81
H 1.9190 -0.1950 -0.4204 -1.06 1.32 -1.54
H -5.5209 -3.9974 2.7718 0.49 -0.75 -2.22
H -0.6227 -0.8107 -1.6835 0.92 2.02 1.39
H -3.4935 -3.5640 -3.1248 -0.47 1.00 2.35
```
Forces are in eV/Å.

HOMO-LUMO gap: 7.5 eV
net charge: 0
structure (SMILES): Cc1cccc(CP(CCCCS(=O)(=O)O)(C[C@H](C)OCc2ccccc2)(CP(=O)(O)O)N(C(=O)F)C(=O)F)c1
HOMO: -8.6 eV
energy: -2985.21353 Ha

---

(4)
C25H35N7O5Ti | ωB97M-V/def2-TZVPD

```
73
Properties=species:S:1:pos:R:3:forces:R:3
Ti -0.4358 0.4271 0.0774 -0.05 0.44 -0.08
O -0.6531 2.1392 -0.5907 0.49 -0.24 -0.40
O 3.3997 -0.0272 1.1027 -0.06 -0.11 0.18
O -1.0581 -0.5602 -1.5179 0.18 0.21 0.53
O 1.3520 -2.7996 -1.3349 -0.05 -0.17 0.19
O 1.5108 0.3404 -0.0132 -0.37 -0.03 -0.24
N 1.9535 -0.3672 6.0187 0.08 -0.01 0.03
N 1.4188 -2.6053 -3.5925 -0.01 0.08 -0.03
N -0.4592 1.1330 1.8704 -0.09 0.30 0.03
N -2.4658 -0.0520 0.7415 0.60 0.06 0.14
N 0.1790 -1.5596 1.0317 0.05 0.01 -0.23
N 3.3788 -0.6510 4.1930 0.05 -0.04 -0.30
N 2.4048 1.4457 4.6651 -0.03 -0.12 0.03
C 1.0514 -3.1429 -4.8827 0.04 -0.02 0.04
C 0.7507 3.2081 1.0037 -0.03 -0.09 -0.08
C 1.7646 4.1191 1.2623 0.01 0.02 -0.01
C -1.9839 -2.1123 -3.0171 0.17 -0.02 -0.07
C 3.2489 -2.0997 4.2126 -0.11 -0.08 0.01
C 2.0796 -1.3097 -3.5574 -0.02 -0.03 0.00
C -2.8831 -3.1184 -3.2802 -0.01 0.02 0.05
C 2.2286 -0.2722 0.8858 0.24 0.00 0.05
C -1.5422 0.7980 2.7675 -0.20 -0.17 0.09
C 1.0825 -3.2208 -2.4485 -0.05 0.16 -0.08
C -3.8500 -2.8566 -1.1149 -0.03 -0.03 0.02
C -2.8184 0.6983 1.9356 -0.06 -0.06 -0.08
C -1.9546 -1.4701 -1.7634 -0.10 -0.03 -0.03
C 1.8215 4.7736 -1.0451 -0.01 0.01 -0.05
C -3.1562 -1.0540 0.3732 -0.36 -0.33 0.03
C 2.5992 0.2031 4.9242 -0.16 0.32 -0.02
C 2.2243 -2.6410 1.9076 -0.09 -0.09 -0.09
C 2.3011 4.9023 0.2493 0.03 0.02 0.03
C -2.9413 -1.8284 -0.8163 -0.04 -0.13 -0.28
C 3.4494 -2.6740 2.8146 0.17 0.06 -0.01
C 0.8208 3.8565 -1.3319 0.03 -0.01 0.04
C -3.8186 -3.5181 -2.3184 -0.03 -0.04 -0.02
C 0.2948 3.0757 -0.3120 -0.13 -0.01 0.22
C 0.0931 2.4695 2.1478 -0.13 0.02 0.00
C 1.4727 -1.3242 1.7054 -0.09 0.09 0.03
H -0.7332 3.1132 2.4901 0.01 -0.02 0.01
H 3.9878 -2.5380 4.8906 0.01 0.00 0.01
H 1.5616 -0.6191 -4.2248 -0.02 0.00 0.01
H 0.5941 -4.1236 -4.7581 -0.01 0.01 0.01
H 2.0454 -0.9226 -2.5426 0.01 0.01 0.01
H 0.3397 -2.4867 -5.3906 0.01 0.01 -0.01
H 2.1372 4.2188 2.2769 -0.02 -0.01 -0.02
H -4.0223 -1.3620 0.9677 -0.04 0.15 0.03
H -0.4555 -2.0504 1.6510 -0.04 0.05 0.04
H 2.2587 -2.3831 4.5875 0.02 0.02 0.01
H 2.2381 5.3818 -1.8389 -0.02 -0.02 0.01
H -1.2652 -1.7892 -3.7611 -0.04 -0.01 0.05
H 2.8632 1.7025 3.7939 0.02 0.00 0.00
H -2.8724 -3.6011 -4.2500 0.00 0.00 0.00
H 2.5000 -3.0133 0.9185 -0.01 -0.06 0.01
H 0.4413 3.7213 -2.3367 0.01 0.01 0.01
H 0.3545 -2.1687 0.2260 -0.01 -0.02 0.03
H 4.2847 -2.1608 2.3338 0.01 0.00 0.02
H -3.1082 1.6985 1.6074 -0.01 0.05 0.05
H 0.7987 2.4092 2.9803 0.01 -0.01 0.06
H 1.5802 0.3543 6.6175 -0.01 0.00 -0.01
H 3.0939 5.6056 0.4701 -0.01 -0.02 0.00
H 3.7438 -3.7206 2.9181 0.02 0.00 -0.02
H -1.3785 -0.1519 3.2961 0.08 0.00 -0.06
H -4.5228 -4.3102 -2.5331 0.01 0.01 0.01
H 3.6514 -0.2768 3.2908 0.07 0.01 0.02
H 1.2623 -0.8393 2.6643 -0.06 -0.01 -0.02
H 0.5160 -4.1517 -2.6040 0.05 -0.03 -0.01
H 1.4909 -3.3484 2.3132 0.00 0.00 -0.01
H 2.5025 -1.0424 6.5300 -0.02 -0.01 -0.01
H 3.1194 -1.3951 -3.8784 0.01 -0.01 -0.01
H 1.9325 -3.2501 -5.5177 0.00 -0.01 -0.01
H -1.6852 1.5620 3.5344 0.12 -0.02 0.09
H -3.6598 0.2360 2.4614 0.01 0.01 0.07
H -4.6026 -3.1121 -0.3760 0.01 0.00 0.00
```
Forces are in eV/Å.

HOMO-LUMO gap: 7.4 eV
net charge: 0
energy above the lowest of the compared OMol25 structures with the same formula, charge and spin: 33.59 kJ/mol
HOMO: -7.6 eV
energy: -2582.82743 Ha